(1)
A molecular structure, C3H4Cl2 in a non-equilibrium geometry, computed with wB97M-V/def2-TZVPD.

XYZ file:
```
9
Properties=species:S:1:pos:R:3:forces:R:3
C 0.210863 -0.681448 1.332510 3.126 0.029 -0.085
C 0.745307 -0.199340 0.232982 -3.785 1.074 -3.241
C -0.621300 0.677127 -0.888233 2.551 -1.862 3.201
Cl 2.202932 -0.396415 -0.607294 0.256 0.249 0.568
Cl -0.596197 0.240496 -2.542421 0.181 -0.038 -0.469
H 0.749882 -1.090593 2.163008 0.388 -0.395 0.125
H -0.800553 -0.689635 1.368343 -2.963 0.378 0.503
H -1.578377 0.472794 -0.414525 0.153 -0.303 -0.059
H -0.312556 1.667014 -0.644371 0.093 0.869 -0.543
```
Forces are in eV/Å.

## Properties
**Gap between HOMO and LUMO**: 10.56 eV
**E_LUMO**: 0.9 eV
**Net charge**: 0
**Energy relative to the best compared isomer or geometry (same formula, charge and spin)**: 44.4 kcal/mol
**E_HOMO**: -9.66 eV
**Electronic energy**: -28218.233 eV
**Strongest force on any atom**: 5.1 eV/Å

---

(2)
A molecular structure, C3H4Cl2FN in a non-equilibrium geometry, computed with wB97M-V/def2-TZVPD.

XYZ file:
```
11
Properties=species:S:1:pos:R:3:forces:R:3
C 0.897130 -1.385017 0.344846 3.393 -4.418 3.840
C -0.244617 1.148141 -0.359080 -0.378 1.404 -0.179
C -1.605605 1.326503 0.173730 -1.031 0.047 0.408
H 0.936456 -0.451128 0.907170 1.352 -1.483 1.568
H 1.398289 -2.182583 0.892851 0.015 -0.381 -0.282
H -0.189547 1.584274 -1.362950 0.086 -0.130 0.186
H 0.470874 1.655075 0.300030 -0.030 -0.141 -0.081
N -2.672475 1.478429 0.591292 1.109 -0.087 -0.434
F 0.063783 -0.187704 -0.427167 -5.831 14.174 -6.402
Cl 1.744570 -1.147684 -1.189968 3.736 -2.410 -1.124
Cl -0.798858 -1.838307 0.129245 -2.421 -6.574 2.500
```
Forces are in eV/Å.

## Properties
**Gap between HOMO and LUMO**: 10.38 eV
**E_LUMO**: 0.4 eV
**Net charge**: 0
**Energy relative to the best compared isomer or geometry (same formula, charge and spin)**: 143.7 kcal/mol
**E_HOMO**: -9.97 eV
**Electronic energy**: -32420.912 eV
**Strongest force on any atom**: 16.6 eV/Å

---

(3)
C3H4Cl2FNO in the gas phase in a non-equilibrium geometry, computed with wB97M-V/def2-TZVPD.

XYZ file:
```
12
Properties=species:S:1:pos:R:3:forces:R:3
C 0.415986 -1.798582 -0.560218 -3.148 -1.931 0.458
N -0.331180 -0.611506 -0.185339 0.332 1.153 0.126
C 0.382592 0.543428 -0.032108 0.384 -1.338 -1.528
O 1.556098 0.627165 -0.361634 -1.249 0.655 0.633
C -0.516916 1.729187 0.421812 2.049 0.424 0.683
F -1.488974 2.009018 -0.444196 -0.178 -0.126 0.006
Cl 0.614549 3.079277 0.587317 -0.475 0.529 -0.126
Cl -1.155313 1.370734 2.035655 -0.502 -0.105 -0.036
H 0.365195 -2.447660 0.347634 0.619 0.068 -0.902
H -0.086392 -2.367101 -1.427798 0.790 1.004 1.255
H 1.372586 -1.471667 -0.806948 1.649 0.095 -0.372
H -1.128231 -0.662293 0.425824 -0.272 -0.428 -0.198
```
Forces are in eV/Å.

## Properties
**Gap between HOMO and LUMO**: 10.87 eV
**E_LUMO**: 0.6 eV
**Net charge**: 0
**Energy relative to the best compared isomer or geometry (same formula, charge and spin)**: 0.0 kcal/mol
**SMILES string**: CNC(=O)C(F)(Cl)Cl
**E_HOMO**: -10.30 eV
**Electronic energy**: -34475.574 eV
**Strongest force on any atom**: 3.7 eV/Å

---

(4)
A molecular structure, C3H4Cl2I2 in a non-equilibrium geometry, computed with wB97M-V/def2-TZVPD.

XYZ file:
```
11
Properties=species:S:1:pos:R:3:forces:R:3
C -0.120974 -0.107566 1.150903 0.897 -1.872 -0.913
C -0.028177 0.207683 -1.328184 1.520 0.424 0.108
C 0.793505 0.093457 -0.023955 0.712 -1.762 -1.558
Cl -0.863856 -1.843186 1.124305 -0.052 1.872 0.247
Cl -0.975278 1.725423 -1.133127 -0.591 -0.460 -0.754
I 2.079825 1.797539 0.279463 -0.204 -0.476 0.059
I 2.023345 -1.784400 -0.251706 0.113 1.106 -0.228
H 0.537682 -0.066911 1.993746 -0.640 0.272 1.030
H -0.855573 0.626219 0.901618 -1.018 0.324 1.349
H 0.618678 0.338600 -2.206659 -0.174 0.092 0.402
H -0.582269 -0.720827 -1.486542 -0.563 0.479 0.259
```
Forces are in eV/Å.

## Properties
**Gap between HOMO and LUMO**: 8.88 eV
**E_LUMO**: -0.4 eV
**Net charge**: 0
**Energy relative to the best compared isomer or geometry (same formula, charge and spin)**: 0.0 kcal/mol
**E_HOMO**: -9.30 eV
**Electronic energy**: -44421.361 eV
**Strongest force on any atom**: 2.5 eV/Å

---

(5)
C3H4Cl2O in the gas phase in a non-equilibrium geometry, computed with wB97M-V/def2-TZVPD.

XYZ file:
```
10
Properties=species:S:1:pos:R:3:forces:R:3
C 0.188164 -0.382886 -0.892780 -2.747 0.854 -2.144
C -0.690539 0.766111 -1.403886 -2.205 -0.141 -2.342
Cl -0.776956 2.284256 -0.435353 0.373 -0.866 -0.228
C -2.334340 0.200541 -1.477909 2.030 1.194 0.336
O -3.324909 0.790647 -1.220913 0.956 -0.332 -0.249
Cl -2.338431 -1.499046 -1.962635 -0.505 -0.206 -0.241
H -0.192161 -0.742088 -0.013152 -0.250 -0.462 2.768
H 1.170734 -0.209452 -1.002126 3.588 1.311 0.673
H 0.118904 -1.242625 -1.518301 -0.637 -0.439 -1.009
H -0.425495 1.113664 -2.513545 -0.601 -0.914 2.437
```
Forces are in eV/Å.

## Properties
**Gap between HOMO and LUMO**: 11.19 eV
**E_LUMO**: 0.6 eV
**Net charge**: 0
**Energy relative to the best compared isomer or geometry (same formula, charge and spin)**: 22.5 kcal/mol
**SMILES string**: C[C@H](Cl)C(=O)Cl
**E_HOMO**: -10.60 eV
**Electronic energy**: -30267.300 eV
**Strongest force on any atom**: 3.9 eV/Å

---

(6)
2 unconnected molecules or ions with the total composition C3H4Cl2S in a non-equilibrium geometry, computed with wB97M-V/def2-TZVPD.

XYZ file:
```
10
Properties=species:S:1:pos:R:3:forces:R:3
C 1.764249 -0.545110 0.599398 -1.224 -0.400 0.921
C 0.725005 -0.563321 -0.276422 0.068 0.560 0.302
C -0.083010 0.569412 -0.664468 -2.152 0.906 -0.406
S -3.893698 1.143672 0.406431 0.830 -0.150 -0.204
Cl -2.038760 0.330072 0.714278 0.587 -0.012 -0.355
Cl 0.114942 -2.056519 -0.951046 0.343 0.106 0.180
H 2.046756 -1.559232 1.023279 0.289 1.609 -0.730
H 2.070656 0.424891 1.099140 -0.270 -1.440 -0.816
H -0.023717 1.604043 -0.365822 1.097 -0.069 0.829
H -0.682426 0.652089 -1.584768 0.432 -1.110 0.280
```
Forces are in eV/Å.

## Properties
**Gap between HOMO and LUMO**: 5.54 eV
**E_LUMO**: -2.5 eV
**Net charge**: 0
**Energy relative to the best compared isomer or geometry (same formula, charge and spin)**: 83.1 kcal/mol
**E_HOMO**: -8.04 eV
**Electronic energy**: -39051.775 eV
**Strongest force on any atom**: 2.4 eV/Å

---

(7)
C3H4Cl2S in the gas phase in a non-equilibrium geometry, computed with wB97M-V/def2-TZVPD.

XYZ file:
```
10
Properties=species:S:1:pos:R:3:forces:R:3
S -1.493371 2.362514 0.023645 0.260 -0.553 -0.142
C -1.014497 0.857276 0.378219 -0.704 1.805 1.303
C -0.264748 -0.033460 -0.522076 0.531 -0.478 0.037
Cl -1.455151 -1.327511 -0.895408 0.097 -0.200 -0.197
C 0.953582 -0.669500 0.142279 0.361 -0.382 1.897
Cl 2.540961 0.128618 -0.153784 -0.464 0.531 0.033
H -1.269285 0.531922 1.416188 0.405 -0.388 -0.972
H 0.028184 0.473806 -1.430239 -0.199 0.032 -0.291
H 1.192136 -1.659075 -0.249109 -0.727 -0.016 0.313
H 0.782191 -0.664592 1.290285 0.441 -0.350 -1.982
```
Forces are in eV/Å.

## Properties
**Gap between HOMO and LUMO**: 8.44 eV
**E_LUMO**: -0.8 eV
**Net charge**: 0
**Energy relative to the best compared isomer or geometry (same formula, charge and spin)**: 7.1 kcal/mol
**SMILES string**: S=C[C@H](Cl)CCl
**E_HOMO**: -9.23 eV
**Electronic energy**: -39055.072 eV
**Strongest force on any atom**: 2.3 eV/Å

---

(8)
A molecular structure, C3H4Cl2Si in a non-equilibrium geometry, computed with wB97M-V/def2-TZVPD.

XYZ file:
```
10
Properties=species:S:1:pos:R:3:forces:R:3
C 1.744724 -1.841621 0.724033 -0.279 -0.560 -0.729
C 0.904235 -1.232593 0.125674 -0.090 0.877 0.316
C -0.600073 1.435133 0.203531 0.976 0.785 0.390
Si -0.339643 -0.231308 -0.702206 -1.611 -1.383 0.666
Cl -1.314304 1.277144 1.851567 0.521 0.045 -0.494
Cl -1.738353 2.328399 -0.835304 -0.155 0.188 -0.180
H 2.334702 -2.684459 0.881403 0.997 -0.565 0.852
H 0.369278 2.100050 0.232692 -1.846 -1.533 0.201
H -1.694249 -1.461485 -0.580201 2.035 2.590 -0.632
H 0.333682 0.310740 -1.901189 -0.548 -0.443 -0.391
```
Forces are in eV/Å.

## Properties
**Gap between HOMO and LUMO**: 10.82 eV
**E_LUMO**: 0.4 eV
**Net charge**: 0
**Energy relative to the best compared isomer or geometry (same formula, charge and spin)**: 93.4 kcal/mol
**E_HOMO**: -10.40 eV
**Electronic energy**: -36095.071 eV
**Strongest force on any atom**: 3.4 eV/Å

---

(9)
A gas-phase ion, C3H4Cl3N3 (charge +2) in a non-equilibrium geometry, computed with wB97M-V/def2-TZVPD.

XYZ file:
```
13
Properties=species:S:1:pos:R:3:forces:R:3
Cl -2.265255 2.153897 0.049605 0.243 -0.335 0.022
C -1.140838 0.953432 0.035323 4.659 0.695 0.334
N 0.257311 1.235132 0.141183 -4.969 -0.876 -0.311
C 1.289051 0.244804 0.015200 1.877 0.384 -0.167
Cl 2.148367 0.458996 -1.571493 -0.516 -0.112 1.179
Cl 2.427565 0.380797 1.419924 -0.845 -0.103 -1.137
N 0.716947 -1.090508 0.013184 -0.617 0.000 0.083
C -0.550113 -1.343566 -0.053792 0.592 -0.511 0.052
N -1.476174 -0.364580 -0.060859 -0.463 0.689 -0.095
H 0.550497 2.208977 0.218073 -0.063 -0.041 0.000
H 1.407227 -1.847487 0.037784 -0.205 0.003 -0.038
H -0.896664 -2.376974 -0.104516 0.054 0.159 0.040
H -2.467925 -0.612915 -0.139612 0.252 0.047 0.036
```
Forces are in eV/Å.

## Properties
**Gap between HOMO and LUMO**: 8.66 eV
**E_LUMO**: -10.8 eV
**Net charge**: +2
**Energy relative to the best compared isomer or geometry (same formula, charge and spin)**: 0.0 kcal/mol
**SMILES string**: ClC1=[NH+]C(Cl)(Cl)NC=[NH+]1
**E_HOMO**: -19.48 eV
**Electronic energy**: -45194.402 eV
**Strongest force on any atom**: 5.1 eV/Å

---

(10)
2 unconnected molecules or ions with the total composition C3H4Cl3NSi in a non-equilibrium geometry, computed with wB97M-V/def2-TZVPD.

XYZ file:
```
12
Properties=species:S:1:pos:R:3:forces:R:3
C 0.433279 1.510346 0.900947 -0.058 -1.262 -1.111
C 1.192164 0.178857 -1.078264 0.882 1.001 -1.950
C 0.783556 0.304550 0.347597 -0.308 -4.004 -0.226
N 0.103873 2.470606 1.380903 -1.078 3.466 1.713
Si -1.508031 -1.144655 0.523619 1.503 3.869 0.139
Cl -2.001495 -1.078896 -1.421422 0.047 -0.610 -0.615
Cl -1.748842 -2.796205 1.557239 0.190 -1.275 0.323
Cl -2.830577 0.219012 1.353530 0.493 -0.290 -0.004
H 0.534073 0.785793 -1.740056 0.848 0.137 0.401
H 2.331072 0.428952 -1.182545 -2.116 -0.019 -0.008
H 1.089520 -0.794897 -1.560299 0.038 -0.354 0.720
H 1.621408 -0.083463 0.918752 -0.440 -0.659 0.619
```
Forces are in eV/Å.

## Properties
**Gap between HOMO and LUMO**: 8.12 eV
**E_LUMO**: -1.2 eV
**Net charge**: 0
**Energy relative to the best compared isomer or geometry (same formula, charge and spin)**: 18.9 kcal/mol
**E_HOMO**: -9.34 eV
**Electronic energy**: -50112.446 eV
**Strongest force on any atom**: 4.2 eV/Å

---

What is the formula in the eighth record? C3H4Cl2Si

---

Which value of energy relative to the best compared isomer or geometry (same formula, charge and spin) does entry 1 give? 44.4 kcal/mol

---

Which formula does entry 5 have? C3H4Cl2O

---

The highest gap between HOMO and LUMO belongs to which entry? C3H4Cl2O